The following is a DFT calculation (the ωB97M-V functional and the def2-TZVPD basis) of C45H37N3O6S3SeTeW as an isolated structure.

Spin multiplicity: 3
HOMO energy (alpha / beta) in eV: -1.009 / -2.431
Expectation value of S²: 2.025
Orbital gap (alpha / beta) in eV: 4.99 / 6.40
Charge: -2

Cartesian coordinates (Å):
W1 -0.255 0.540 -1.148
S1 -1.889 0.983 0.875
C1 -1.227 2.113 1.984
N1 -0.721 3.276 1.738
C2 -0.385 3.948 2.887
C3 0.206 5.211 2.917
C4 0.513 5.783 4.137
C5 0.239 5.113 5.333
C6 -0.353 3.861 5.320
C7 -0.665 3.283 4.095
S2 -1.375 1.746 3.726
H1 0.429 5.700 1.978
H2 0.983 6.758 4.168
H3 0.494 5.574 6.279
H4 -0.564 3.341 6.245
O1 -4.587 -0.310 -1.675
S3 -3.348 0.186 -2.226
O2 -3.040 1.586 -2.092
N2 -2.060 -0.610 -1.673
C8 -1.973 -1.982 -1.872
C9 -3.000 -2.857 -2.168
C10 -2.725 -4.218 -2.393
C11 -1.451 -4.715 -2.337
C12 -0.380 -3.845 -2.032
C13 0.974 -4.256 -1.981
C14 1.942 -3.335 -1.712
C15 1.573 -2.008 -1.434
N3 0.320 -1.596 -1.424
C16 -0.653 -2.493 -1.775
C17 -3.413 -0.162 -3.975
C18 -4.647 -0.395 -4.566
C19 -4.718 -0.563 -5.941
C20 -3.560 -0.507 -6.708
C21 -2.330 -0.282 -6.102
C22 -2.248 -0.102 -4.729
H5 -4.017 -2.497 -2.219
H6 -3.552 -4.879 -2.624
H7 -1.244 -5.760 -2.527
H8 1.220 -5.293 -2.178
H9 2.991 -3.592 -1.706
H10 2.329 -1.273 -1.186
H11 -5.529 -0.442 -3.944
H12 -5.677 -0.743 -6.412
H13 -3.618 -0.642 -7.781
H14 -1.422 -0.244 -6.689
H15 -1.288 0.073 -4.253
C23 -0.460 -4.439 2.151
C24 0.892 -4.232 2.398
C25 1.463 -2.997 2.142
C26 0.713 -1.935 1.621
C27 -0.652 -2.153 1.406
C28 -1.225 -3.389 1.661
C29 1.402 -0.659 1.377
C30 1.182 0.338 0.485
C31 2.160 1.459 0.644
C32 2.882 1.963 -0.441
C33 3.799 2.988 -0.275
C34 4.018 3.541 0.982
C35 3.315 3.046 2.070
C36 2.402 2.015 1.899
H16 -0.911 -5.405 2.340
H17 1.505 -5.038 2.786
H18 2.519 -2.843 2.333
H19 -1.267 -1.333 1.048
H20 -2.281 -3.529 1.465
H21 2.263 -0.538 2.039
H22 2.711 1.555 -1.433
H23 4.336 3.362 -1.138
H24 4.719 4.357 1.108
H25 3.453 3.478 3.055
H26 1.845 1.642 2.749
C37 -5.590 3.799 -4.501
C38 -4.226 3.952 -3.884
C39 -3.092 3.531 -4.556
C40 -1.821 3.641 -3.997
C41 -0.651 3.131 -4.778
C42 -1.696 4.176 -2.708
Te1 0.192 4.217 -1.759
C43 -2.837 4.603 -2.006
C44 -2.785 5.092 -0.585
C45 -4.081 4.500 -2.618
H27 -5.557 3.123 -5.355
H28 -5.980 4.761 -4.847
H29 -6.299 3.397 -3.778
H30 -3.192 3.076 -5.535
H31 -0.945 2.909 -5.804
H32 -0.235 2.223 -4.339
H33 0.179 3.840 -4.792
H34 -2.345 4.334 0.062
H35 -3.792 5.312 -0.228
H36 -2.170 5.987 -0.477
H37 -4.963 4.803 -2.065
O3 0.291 0.446 -3.050
Se1 2.028 0.374 -3.715
O4 1.994 1.519 -4.882
O5 0.132 2.364 -1.207
O6 2.015 -1.111 -4.414

---

The following is a DFT calculation (the ωB97M-V functional and the def2-TZVPD basis) of a single C9H12 molecule in a non-equilibrium geometry.

HOMO energy in eV: -7.189
Orbital gap in eV: 8.10
Charge: 0
SMILES string: CC1=C[C@]2(C)C[C@@]23C[C@H]13

Cartesian coordinates (Å):
C1 0.214 -1.145 0.018
C2 1.248 -0.353 0.015
C3 0.195 2.132 0.030
C4 -1.172 0.483 -1.296
C5 0.958 1.017 0.429
C6 -1.104 -0.388 0.042
C7 -0.849 1.115 -0.017
C8 2.626 -0.775 -0.066
C9 -2.331 -1.013 0.658
H1 0.268 -2.258 -0.073
H2 0.085 2.967 0.862
H3 0.353 2.593 -1.038
H4 -0.271 0.471 -1.932
H5 -2.229 0.617 -1.561
H6 0.946 0.875 1.550
H7 3.163 -0.641 0.978
H8 3.208 -0.182 -0.936
H9 2.571 -1.878 -0.264
H10 -1.911 -1.498 1.635
H11 -2.801 -1.778 0.052
H12 -3.169 -0.362 0.915

---

The following is a DFT calculation (the ωB97M-V functional and the def2-TZVPD basis) of C20H24AsF6N6O2S2Tl as an isolated structure in a non-equilibrium geometry.

HOMO energy in eV: -1.509
Orbital gap in eV: 5.78
Charge: -2

Cartesian coordinates (Å):
Tl1 -0.678 -0.211 0.161
C1 0.876 -2.779 3.214
C2 1.719 -1.748 2.509
C3 2.188 -1.998 1.215
C4 2.963 -1.061 0.551
C5 3.269 0.158 1.149
C6 2.796 0.423 2.423
C7 2.031 -0.526 3.095
H1 1.459 -3.683 3.419
H2 0.046 -3.063 2.556
H3 0.487 -2.395 4.160
H4 1.906 -2.928 0.727
H5 3.311 -1.272 -0.455
H6 3.828 0.911 0.606
H7 2.985 1.385 2.883
H8 1.647 -0.299 4.085
S1 -3.058 1.164 1.538
C8 -2.595 2.757 2.019
C9 -3.689 3.595 2.485
N1 -4.567 4.250 2.845
C10 -1.351 3.318 2.004
S2 0.125 2.519 1.498
C11 -1.173 4.682 2.438
N2 -0.969 5.770 2.767
N3 1.952 -0.421 -2.552
C12 1.342 -1.067 -3.545
N4 2.066 -2.027 -4.222
N5 0.130 -0.849 -3.986
C13 -0.650 0.037 -3.377
N6 -1.370 0.800 -2.880
H9 2.846 -0.745 -2.233
H10 1.461 0.281 -1.938
H11 2.756 -2.511 -3.671
H12 1.466 -2.646 -4.742
C14 1.652 4.831 -0.366
As1 0.628 3.402 -1.187
C15 0.915 4.018 -3.040
C16 -1.278 3.712 -1.135
O1 1.421 1.930 -1.231
H13 1.197 5.789 -0.624
H14 2.654 4.769 -0.793
H15 1.686 4.707 0.709
H16 0.505 5.021 -3.194
H17 0.423 3.320 -3.721
H18 1.984 4.028 -3.251
H19 -1.627 3.822 -2.158
H20 -1.444 4.621 -0.556
H21 -1.785 2.876 -0.661
C17 -2.889 -3.528 1.557
C18 -1.914 -3.755 0.380
O2 -0.772 -3.067 0.449
C19 -2.707 -3.414 -0.925
F1 -1.973 -3.587 -2.041
F2 -3.849 -4.140 -1.097
F3 -3.088 -2.122 -0.900
C20 -1.589 -5.289 0.358
F4 -0.938 -5.624 1.499
F5 -0.782 -5.649 -0.659
F6 -2.672 -6.117 0.297
H22 -3.113 -2.463 1.610
H23 -2.379 -3.819 2.475
H24 -3.818 -4.096 1.456

---

The following is a DFT calculation (the ωB97M-V functional and the def2-TZVPD basis) of a single C5H7NOS molecule in a non-equilibrium geometry.

HOMO energy in eV: -8.846
Orbital gap in eV: 8.73
Charge: 0
SMILES string: OC(=S)/C=C/[C@H]1CN1

Cartesian coordinates (Å):
C1 1.192 -0.679 -2.013
C2 0.509 0.115 -0.978
C3 -0.418 -0.435 -0.205
C4 -1.084 0.330 0.927
C5 -0.349 0.600 2.175
H1 1.280 -2.503 -2.601
H2 0.628 1.229 -1.003
H3 -0.693 -1.490 -0.239
H4 -2.172 0.238 0.989
H5 -0.950 0.575 3.107
H6 0.671 0.255 2.347
H7 -1.196 2.285 1.418
N1 -0.475 1.623 1.130
O1 0.739 -1.960 -1.997
S1 2.319 -0.183 -3.059

---

The following is a DFT calculation (the ωB97M-V functional and the def2-TZVPD basis) of C21H25BCoF2N3O2 as an isolated structure in a non-equilibrium geometry.

Spin multiplicity: 2
HOMO energy (alpha / beta) in eV: -3.613 / -3.839
Expectation value of S²: 0.769
Orbital gap (alpha / beta) in eV: 6.49 / 6.71
Charge: -1

Cartesian coordinates (Å):
Co1 -0.110 -0.398 -0.136
C1 -3.279 -0.474 -1.144
N1 -2.688 0.033 0.097
C2 -3.086 -0.862 1.176
C3 -2.501 -0.655 2.579
C4 -1.049 -0.190 2.791
N2 -0.012 -0.622 1.856
C5 0.947 -1.267 2.383
C6 2.205 -1.650 1.792
C7 3.013 -2.539 2.525
C8 4.254 -2.933 2.091
C9 4.730 -2.403 0.868
C10 3.994 -1.514 0.139
C11 2.689 -1.075 0.563
O1 2.036 -0.231 -0.098
C12 -3.088 1.431 0.232
C13 -2.302 2.324 1.200
C14 -0.787 2.554 0.904
N3 -0.272 1.773 -0.208
C15 0.311 2.407 -1.135
C16 0.833 1.857 -2.369
C17 1.534 2.719 -3.223
C18 2.009 2.308 -4.447
C19 1.758 0.979 -4.841
C20 1.060 0.116 -4.041
C21 0.564 0.513 -2.762
O2 -0.116 -0.301 -2.067
H1 -4.381 -0.396 -1.119
H2 -3.000 -1.516 -1.289
H3 -2.886 0.083 -1.991
H4 -2.809 -1.860 0.846
H5 -4.187 -0.855 1.279
H6 -2.630 -1.615 3.086
H7 -3.123 0.055 3.131
H8 -0.766 -0.484 3.804
H9 -1.038 0.893 2.801
H10 0.835 -1.552 3.437
H11 2.625 -2.928 3.466
H12 4.850 -3.628 2.670
H13 5.705 -2.708 0.502
H14 4.363 -1.110 -0.798
H15 -4.155 1.485 0.508
H16 -3.003 1.871 -0.763
H17 -2.437 1.972 2.222
H18 -2.804 3.295 1.162
H19 -0.202 2.301 1.788
H20 -0.621 3.620 0.724
H21 0.418 3.496 -1.031
H22 1.704 3.741 -2.893
H23 2.560 2.986 -5.087
H24 2.129 0.629 -5.799
H25 0.876 -0.910 -4.342
F1 -0.470 -3.286 0.726
B1 -0.208 -2.390 -0.303
F2 0.005 -3.088 -1.458

---

The following is a DFT calculation (the ωB97M-V functional and the def2-TZVPD basis) of an isolated ion of composition C6H13N4O and charge +1 in a non-equilibrium geometry.

HOMO energy in eV: -12.168
Orbital gap in eV: 7.33
Charge: +1

Cartesian coordinates (Å):
C1 -2.835 -0.812 -0.386
C2 -0.679 0.407 0.623
C3 -2.579 1.645 -0.242
C4 -3.347 -2.027 0.280
C5 3.534 0.269 -0.594
C6 1.619 1.515 0.255
N1 -3.275 0.397 -0.105
N2 -1.282 1.467 0.109
N3 0.584 0.278 0.543
N4 2.981 1.143 0.424
O1 -3.117 2.685 -0.535
H1 -2.795 -2.958 -0.072
H2 -4.493 -1.862 0.282
H3 -3.145 -1.858 1.349
H4 4.252 -0.389 -0.189
H5 2.766 -0.310 -1.056
H6 4.002 0.758 -1.405
H7 1.389 2.421 0.859
H8 1.331 1.776 -0.800
H9 -4.281 0.483 0.247
H10 -0.820 2.315 -0.006
H11 1.134 -0.468 1.011
H12 3.163 0.777 1.318
H13 -2.212 -0.837 -1.179

---

The following is a DFT calculation (the ωB97M-V functional and the def2-TZVPD basis) of a 3-piece molecular cluster, C4H15NO2 overall in a non-equilibrium geometry.

HOMO energy in eV: -8.505
Orbital gap in eV: 9.30
Charge: 0
SMILES string: CCN(C)C.O.O

Cartesian coordinates (Å):
C1 -0.266 0.568 -1.557
C2 0.528 0.492 -0.205
N1 0.097 -0.658 0.459
C3 1.150 -1.240 1.465
C4 -1.201 -0.416 1.183
H1 -0.713 -0.521 -1.803
H2 -1.132 1.138 -1.216
H3 0.240 1.076 -2.405
H4 0.653 1.394 0.332
H5 1.503 0.229 -0.656
H6 1.488 -0.433 2.240
H7 1.988 -1.514 1.031
H8 0.793 -1.987 2.119
H9 -1.037 -0.238 2.256
H10 -1.857 0.378 0.734
H11 -1.951 -1.141 1.035
H12 0.877 3.939 1.746
H13 2.170 4.410 1.083
O1 1.795 3.805 1.696
H14 -1.295 -2.517 -2.784
H15 -1.835 -3.579 -3.799
O2 -1.997 -3.185 -2.953

---

The following is a DFT calculation (the ωB97M-V functional and the def2-TZVPD basis) of C30H37BrI2N9O5Pb as an isolated structure.

HOMO energy in eV: -10.145
Orbital gap in eV: 5.79
Charge: +1

Cartesian coordinates (Å):
Pb1 0.564 -0.122 0.738
C1 0.552 -5.038 2.198
N1 -0.768 -4.428 2.077
C2 -1.836 -5.035 2.862
C3 -0.908 -3.281 1.392
O1 0.021 -2.749 0.788
C4 -2.280 -2.611 1.445
O2 -2.357 -1.465 0.629
C5 -2.846 -1.692 -0.678
C6 -1.759 -1.538 -1.741
O3 -0.810 -0.778 -1.549
N2 -1.925 -2.205 -2.892
C7 -3.116 -2.995 -3.198
C8 -0.911 -2.087 -3.937
H1 0.517 -6.069 1.845
H2 1.262 -4.476 1.602
H3 0.869 -5.032 3.243
H4 -1.603 -6.088 2.998
H5 -1.925 -4.574 3.849
H6 -2.796 -4.975 2.356
H7 -3.065 -3.322 1.180
H8 -2.466 -2.293 2.474
H9 -3.341 -2.661 -0.740
H10 -3.597 -0.924 -0.888
H11 -3.095 -3.972 -2.712
H12 -4.030 -2.473 -2.918
H13 -3.147 -3.154 -4.272
H14 0.020 -1.743 -3.499
H15 -0.756 -3.064 -4.391
H16 -1.223 -1.381 -4.710
N3 1.310 1.897 2.011
C9 1.552 2.925 2.495
C10 1.771 4.202 2.995
C11 1.805 4.445 4.394
N4 1.815 4.635 5.530
C12 1.829 5.225 2.019
N5 1.787 5.969 1.133
Br1 0.879 0.906 -6.314
C13 2.243 0.233 -5.189
C14 3.406 -0.292 -5.732
N6 4.378 -0.797 -4.975
C15 4.214 -0.795 -3.654
C16 3.087 -0.276 -3.028
C17 2.078 0.248 -3.820
C18 2.916 -0.338 -1.535
O4 3.688 -1.025 -0.864
O5 1.919 0.345 -1.087
H17 3.556 -0.312 -6.805
H18 5.009 -1.224 -3.056
H19 1.178 0.636 -3.363
I1 3.073 -1.475 1.692
C19 2.034 -1.583 3.523
C20 2.582 -2.106 4.683
C21 1.811 -2.069 5.834
C22 0.537 -1.521 5.783
C23 0.079 -1.035 4.573
N7 0.812 -1.065 3.455
H20 3.582 -2.516 4.686
H21 2.207 -2.454 6.765
H22 -0.083 -1.459 6.667
H23 -0.908 -0.592 4.488
C24 1.148 3.361 -1.199
C25 0.721 4.731 -1.898
N8 -0.743 4.834 -2.022
C26 -1.464 4.910 -0.739
C27 -0.670 3.880 0.035
N9 -0.174 2.891 -0.677
C28 -1.019 2.437 -1.773
C29 -1.225 3.672 -2.733
H24 1.840 3.570 -0.384
H25 1.567 2.585 -1.834
H26 1.145 4.794 -2.898
H27 1.085 5.558 -1.288
H28 -2.530 4.759 -0.897
H29 -1.301 5.862 -0.235
H30 -1.996 2.666 1.329
H31 -0.032 4.242 0.835
H32 -1.968 2.095 -1.364
H33 -0.528 1.598 -2.258
H34 -2.284 3.791 -2.957
H35 -0.671 3.548 -3.661
I2 -3.654 2.993 3.372
C30 -2.326 1.961 2.091
H36 -1.466 1.633 2.668
H37 -2.843 1.121 1.635